Entry 1:
The following is a DFT calculation (ωB97M-V with the def2-TZVPD basis set) of C3H4S3 in the gas phase at a distorted geometry.

Structure (SMILES) ... S=C(S)[C@@H]1CS1

CARTESIAN COORDINATES (ANGSTROEM)
H -0.7675 -2.2589 -0.0664
S 1.9885 -0.5074 -0.5691
H 2.5558 0.7432 1.4077
C -0.6681 0.1296 0.1852
C 1.7811 0.7847 0.6634
C 0.7154 -0.2026 0.6913
S -1.2410 1.5666 -0.2531
H 1.5475 1.7692 0.3017
H 0.6548 -0.9588 1.4868
S -1.6825 -1.2820 0.0491

Population analysis type Löwdin, resulting atomic charges in e: number 1, H, carries -0.111; number 2, S, carries 0.828; number 3, H, carries 0.072; number 4, C, carries -1.244; number 5, C, carries -0.445; number 6, C, carries -0.717; number 7, S, carries 0.701; number 8, H, carries 0.054; number 9, H, carries 0.106; number 10, S, carries 0.757



Entry 2:
The following is a DFT calculation (ωB97M-V with the def2-TZVPD basis set) of 12 unconnected molecules or ions with the total composition C57H142F3N10O23 at a distorted geometry.

Net charge ... -1

CARTESIAN COORDINATES (ANGSTROEM)
N -3.4296 5.4202 2.2832
H -5.4762 0.9691 3.3800
H -5.1005 0.5948 1.1403
H 1.5000 -7.3727 3.4925
C 1.1543 -7.8015 2.5519
C -1.5277 -3.5944 -1.7037
H 2.3550 7.3352 0.3562
H -0.4124 -4.6543 3.2970
H -6.2078 4.0804 -5.1011
H 4.1753 1.5644 2.4280
H 1.8488 -6.4331 -4.1179
H 4.9769 -1.9277 3.7285
C 0.4958 1.1266 0.6199
H -0.7515 0.1228 -3.2987
C -1.8476 -2.3984 3.9796
H 0.9031 5.2197 -1.1663
C -5.2928 2.8188 4.8881
H 0.6205 -4.5811 0.7558
C 3.4687 -5.3250 -0.8777
H 0.8770 -3.6501 -5.8606
H 3.0140 -7.7677 -4.1130
H -5.9536 -1.8347 6.6017
H 1.4261 -8.0979 -3.7120
H 5.9316 -3.1139 2.1750
C -0.9661 1.4159 0.0210
C 2.0274 -1.0594 -2.9784
C -5.6614 -1.1546 5.8016
H -5.5914 7.1656 1.5389
C 0.0342 -4.2284 -5.4821
H -5.9595 3.3198 0.7165
C -3.9082 5.8316 0.9626
H 3.8290 -4.2520 1.3322
H 0.5416 -2.8950 1.5920
C 2.6378 3.9716 2.9355
H 0.8704 -0.7069 2.9245
C -1.9816 4.9982 2.2223
H -4.9700 1.5274 -1.1525
H -7.6164 4.7916 2.8482
H 2.3415 -3.9047 5.5318
O 4.2735 3.4249 -5.8510
H 2.0615 3.0494 3.0095
N -2.9470 4.1336 -2.6563
C 2.5940 -1.5958 -4.3208
O -5.9404 5.1705 1.7298
H -7.9642 5.6366 1.3213
F -1.8759 0.9707 0.9042
C 4.9540 -0.4779 0.0420
O 2.3261 0.3260 -2.7110
H -2.0804 -3.6071 -5.2280
N 1.6448 4.6511 0.6169
H 2.6561 5.8649 1.8868
H 4.7342 0.3139 -4.7801
H -3.7903 -2.2391 5.9062
H 4.4807 -6.8800 -2.0854
O -2.8638 -3.9462 -1.4660
C 1.1791 5.7567 -0.2588
C -2.7442 -1.2265 3.5110
N -4.0281 -1.3641 4.0905
N 5.6310 1.8260 -3.5697
H -6.6160 3.9839 -1.7209
H 5.5943 2.3920 3.0238
O -2.1935 -3.5835 3.2712
H -2.8181 -1.3192 2.4275
H -0.8183 -2.2120 3.6734
H -0.2021 5.5787 6.2666
F -1.1847 2.7331 -0.2438
H 3.8599 -5.5670 -3.0496
C 2.1775 -7.3200 -3.5763
H 1.9675 -2.3477 0.7220
H 5.0026 2.7454 -7.7537
H -7.3990 -0.3139 7.7013
C 1.3221 -0.8563 1.9438
H -2.2160 -0.7747 -5.8111
H 5.5472 -5.0866 -0.7803
H 0.3249 -4.5230 -4.4737
H 4.1222 -1.1424 -0.1918
H 7.3951 0.5189 -3.6757
H -3.8183 5.0648 0.1932
H -0.6031 -7.9973 0.5800
H 0.9827 5.3309 2.4689
C 4.4447 7.2984 -1.3500
N 0.0955 -4.6911 -0.0999
H -4.3913 3.0406 -0.8075
N -0.8352 -2.0293 -4.7136
C -1.4683 0.3276 -4.0940
N 4.7427 -5.2262 -0.1859
H 5.3106 6.6589 -1.5216
O -1.7847 5.8077 -2.1336
H -2.3337 3.6897 3.8860
O -5.1282 2.9221 3.4515
H -7.7001 1.1902 7.0376
H -1.2956 -5.9977 -0.9097
H -5.7912 6.4415 0.0736
H -3.8880 3.9302 -2.9615
H 5.4360 -0.6778 -2.5306
H 2.8301 4.4818 3.8793
C -7.3220 0.2096 6.7483
C -4.1921 -1.3096 5.5030
H 1.7600 -5.8315 -6.2022
H -0.7677 2.8524 -3.9294
O -1.1663 5.3815 4.3656
C 5.8570 -4.0519 1.6248
H 2.1906 -2.7792 2.3797
H 0.8130 -8.8189 2.7428
H -2.7291 -1.5078 -4.2445
C 4.6901 -4.0970 0.6821
H -0.0051 2.8464 -5.5882
O 3.3720 6.3208 -1.1788
H 5.9053 1.2486 -5.6004
O 0.5231 -0.3062 0.8450
C -5.7171 1.8616 2.8024
C -6.7167 3.6303 -4.2487
H -8.0262 -0.1401 5.9934
H 4.3389 -3.2108 6.4178
C 2.1992 6.8419 -0.6033
H 1.9178 0.6686 -1.9125
H 3.1603 -4.3427 -1.2357
H -7.2793 2.7112 -4.4125
H 2.0103 -7.9379 1.8910
O -0.2540 -5.4157 -6.2051
H 6.9491 -6.1300 3.9560
O 2.5993 -7.0496 -2.2415
H 1.7403 0.0807 -4.9638
H 4.3876 2.3725 4.1291
H 3.5523 1.5715 -6.2977
C 5.1233 3.5390 -7.0163
H -4.9844 3.8297 5.1550
C 6.7109 0.9965 -2.9744
C 4.5045 2.3999 3.0457
C -2.8630 5.3436 -2.2826
H 0.4677 1.6256 1.5886
H -1.1136 4.0994 5.9731
H -4.7756 5.3149 -2.3310
H -6.2819 -1.2239 4.9082
H -4.0153 4.6998 2.6808
H 0.2952 6.2070 0.1929
H -1.4524 -3.3630 0.4190
O 2.8155 -3.2214 5.0522
C -1.4187 -4.7310 3.7086
H -6.3392 2.6920 5.1657
H -0.7163 3.7669 3.2111
H 7.0234 -4.3970 4.1252
C -5.3356 2.4961 -0.8120
C -1.0946 -3.2311 -5.5018
H -1.7975 4.3104 1.3970
O 5.3032 0.4966 -0.9589
H 6.1113 3.3890 -6.5810
C -6.3227 2.9503 -1.9049
O -6.0293 0.1576 6.2261
H 2.9950 -1.2124 4.8757
H -1.5055 -2.5889 -2.1240
H 4.5635 0.0077 0.9363
H 4.2364 7.9922 -2.1645
H -6.7997 1.9875 2.8174
C 0.8721 -5.9061 -6.8300
H -7.2760 6.4119 2.8512
C 6.8909 -5.1965 3.3962
H -2.2921 0.8310 -3.5880
H 7.8223 -5.0744 2.8434
H -1.8729 -2.5168 5.0628
O 0.1023 -6.9220 2.0730
H -4.0221 6.8955 -1.8565
H 6.0396 2.7349 -3.7342
H 0.7332 -6.9409 -7.1433
O 3.9160 3.5656 2.3843
H 6.9343 -0.6856 -1.5395
H 2.5139 -1.5482 -2.1344
C -5.1543 1.6494 1.4102
H -1.1629 -2.9284 -6.5467
H 4.6434 -4.0577 4.9470
H -3.2115 -5.4339 -2.8161
H 1.0545 3.8404 0.4976
C 4.7062 -1.9129 4.7843
C -1.9231 -1.0163 -4.7894
C -7.2746 5.5670 2.1626
C 5.1362 1.3257 -4.8319
H 7.4748 1.6583 -2.5665
H 1.7070 7.5810 -1.2355
C -0.4424 4.8262 5.5155
H 5.6304 -1.5505 5.2345
H -1.6105 -5.6210 0.7269
H -1.4963 5.9437 1.9804
H -7.4109 4.3801 -3.8692
O 5.7703 -5.1601 2.5257
H -4.5635 -4.4950 -2.4907
H 4.5922 -3.1720 0.1139
H -3.2204 -3.8970 -3.5449
C 4.1688 -3.1596 5.3423
H -4.5141 -0.5445 3.7555
H -2.1114 3.5824 -2.7904
O 1.6066 1.6216 -0.1368
N -6.0193 2.3409 0.4752
C 3.6762 -6.1470 -2.1452
C 1.4710 -2.3345 1.6923
C -3.4848 -4.3983 -2.6138
H -1.4136 -4.8589 4.7911
O -0.9346 1.1053 -5.1268
H -1.0270 -4.2510 -2.4152
H -4.7067 2.0155 5.3345
C 6.1381 -0.0707 -1.9592
H 2.3307 -0.4688 2.0871
H 5.0926 4.4871 -7.5532
C 3.9144 2.0971 -5.4142
H 5.7983 -1.1141 0.3075
H -0.2398 -2.5400 -0.2970
C -1.5768 4.3713 3.4980
C -0.0710 -7.0531 0.6964
H 4.4375 7.8066 -0.3858
C 1.9266 5.0622 1.9946
H -3.6680 -0.4541 5.9290
F -1.3502 0.7667 -1.0282
C -5.3491 6.2241 1.0460
H 2.6916 -5.7806 -0.2640
H 3.6452 -1.3575 -4.1583
H -0.1002 -1.4714 -5.1241
O -5.7872 3.2544 -3.2401
O 1.8847 -0.8001 -5.3175
H -2.2301 -0.2727 3.6291
H 0.9680 -1.2867 -2.8597
H 0.6334 1.9552 -4.1471
H -1.8285 -5.6423 3.2730
H 1.0813 -5.2607 -7.6831
H 0.5005 4.3612 5.2275
O 3.8610 -0.8273 5.0282
H 0.8207 -7.1700 0.0805
C -0.7909 -5.8456 0.0443
C -0.7339 -3.5073 -0.3879
H 2.3607 -2.6589 -4.3787
H 6.7319 -4.0824 0.9755
H -4.1452 2.0615 1.4153
H 3.0939 2.0669 -4.6973
H -7.1321 2.2258 -1.9939
C -0.2536 2.2722 -4.6956
H -3.4127 6.7722 0.7222
N -4.0002 5.9516 -2.2152

Atom charges from the Löwdin analysis, given in e for atoms 1 to 99: number 1, N, carries -0.021; number 2, H, carries 0.088; number 3, H, carries 0.128; number 4, H, carries 0.082; number 5, C, carries -0.075; number 6, C, carries -0.215; number 7, H, carries 0.097; number 8, H, carries 0.069; number 9, H, carries 0.094; number 10, H, carries 0.064; number 11, H, carries 0.058; number 12, H, carries 0.102; number 13, C, carries -0.390; number 14, H, carries 0.099; number 15, C, carries -0.209; number 16, H, carries 0.116; number 17, C, carries -0.056; number 18, H, carries 0.070; number 19, C, carries -0.183; number 20, H, carries 0.112; number 21, H, carries 0.081; number 22, H, carries 0.119; number 23, H, carries 0.088; number 24, H, carries 0.102; number 25, C, carries -0.574; number 26, C, carries -0.231; number 27, C, carries -0.189; number 28, H, carries 0.116; number 29, C, carries -0.227; number 30, H, carries 0.074; number 31, C, carries -0.212; number 32, H, carries 0.117; number 33, H, carries 0.043; number 34, C, carries -0.180; number 35, H, carries 0.099; number 36, C, carries -0.172; number 37, H, carries 0.122; number 38, H, carries 0.079; number 39, H, carries 0.104; number 40, O, carries -0.203; number 41, H, carries 0.100; number 42, N, carries 0.198; number 43, C, carries -0.169; number 44, O, carries -0.222; number 45, H, carries 0.090; number 46, F, carries 0.097; number 47, C, carries -0.091; number 48, O, carries -0.076; number 49, H, carries 0.101; number 50, N, carries -0.042; number 51, H, carries 0.106; number 52, H, carries 0.092; number 53, H, carries 0.114; number 54, H, carries 0.121; number 55, O, carries -0.165; number 56, C, carries -0.189; number 57, C, carries -0.196; number 58, N, carries -0.069; number 59, N, carries -0.022; number 60, H, carries 0.108; number 61, H, carries 0.072; number 62, O, carries -0.189; number 63, H, carries 0.122; number 64, H, carries 0.100; number 65, H, carries 0.079; number 66, F, carries 0.104; number 67, H, carries 0.119; number 68, C, carries -0.098; number 69, H, carries 0.072; number 70, H, carries 0.079; number 71, H, carries 0.084; number 72, C, carries -0.232; number 73, H, carries 0.113; number 74, H, carries 0.113; number 75, H, carries 0.111; number 76, H, carries 0.059; number 77, H, carries 0.097; number 78, H, carries 0.097; number 79, H, carries 0.119; number 80, H, carries 0.088; number 81, C, carries -0.072; number 82, N, carries -0.032; number 83, H, carries 0.095; number 84, N, carries -0.056; number 85, C, carries -0.208; number 86, N, carries -0.055; number 87, H, carries 0.085; number 88, O, carries 0.066; number 89, H, carries 0.121; number 90, O, carries -0.212; number 91, H, carries 0.082; number 92, H, carries 0.113; number 93, H, carries 0.107; number 94, H, carries 0.078; number 95, H, carries 0.102; number 96, H, carries 0.101; number 97, C, carries -0.135; number 98, C, carries -0.207; number 99, H, carries 0.069



Number 1: E_HOMO -8.881 eV, frontier orbital gap 8.241 eV. Number 2: E_HOMO -4.606 eV, frontier orbital gap 6.469 eV.